52
Properties=species:S:1:pos:R:3:forces:R:3 method="wB97M-V/def2-TZVPD" spin_multiplicity=5 de_lowest_kj_mol=67.88
Ir 1.740566 0.860618 0.499693 -0.16 -0.43 0.30
N 3.456954 -2.115210 -0.330109 0.11 0.06 -0.42
C 3.087832 -2.013706 0.953625 -0.03 -0.61 0.70
N 2.748175 -0.894308 1.526521 0.01 0.33 -0.36
C 2.433327 -1.043023 2.857326 0.17 -1.05 0.12
C 2.551606 -2.315905 3.317846 0.00 0.42 -0.26
S 3.058599 -3.379129 2.051215 0.06 0.49 -0.21
C 1.930803 0.136263 3.534863 -0.28 0.27 0.96
C 1.593158 0.305517 4.839208 0.12 0.05 -0.46
S 0.955936 1.893100 5.107607 0.19 0.00 -0.56
C 1.197317 2.240074 3.402842 -0.16 -0.30 0.96
N 1.700917 1.238798 2.744370 -0.07 0.12 -0.58
N 0.850228 3.402431 2.847955 -0.06 0.37 -0.30
H 3.255733 -1.301455 -0.900563 -0.01 -0.06 -0.07
H 3.378577 -3.005675 -0.794564 0.02 0.08 0.07
H 2.350756 -2.695769 4.296722 -0.09 -0.07 0.26
H 1.672399 -0.389285 5.647374 0.04 -0.21 0.20
H 0.563165 4.180672 3.414136 0.04 -0.03 -0.11
H 1.063911 3.539663 1.867147 -0.04 0.14 -0.02
O 1.201190 4.196125 -4.805836 0.04 -0.30 0.57
C 1.341146 3.593649 -3.771368 -0.19 0.41 -1.09
C 1.845542 2.164492 -3.633454 0.28 -0.56 -1.06
O 1.952319 1.349808 -4.524891 0.02 0.50 0.55
C 2.085064 1.973139 -2.196540 0.33 -0.96 0.88
C 1.548269 3.087133 -1.459588 -0.16 -0.40 1.22
O 1.488587 3.059917 -0.199247 -0.09 0.26 -0.65
C 1.057058 4.117001 -2.379372 -0.49 1.24 0.20
O 0.492234 5.158542 -2.105103 0.38 -0.65 -0.12
O 2.580306 0.979294 -1.604502 -0.29 0.53 -0.70
C -4.454669 -2.350130 -1.613347 0.69 0.06 0.01
Si -2.561925 -2.165113 -1.477706 0.04 -0.19 0.01
C -1.824963 -3.649357 -0.531056 -0.26 0.42 -0.39
C -1.761528 -2.028533 -3.199102 -0.29 -0.09 0.54
C -2.235670 -0.582299 -0.476562 -0.26 -0.31 -0.23
C -3.229900 0.244400 0.008309 0.08 -0.03 -0.01
C -2.913566 1.388711 0.734629 0.08 0.19 0.13
C -1.583285 1.687160 0.951089 -0.42 0.12 0.03
N -0.609309 0.908140 0.498748 0.54 0.03 -0.14
C -0.919759 -0.198780 -0.193104 0.17 -0.18 0.00
S 0.444388 -1.108552 -0.692545 0.66 0.31 0.04
H -4.689994 -3.249511 -2.171687 -0.05 -0.22 -0.14
H -4.911487 -1.515749 -2.136763 -0.03 0.19 -0.12
H -4.933082 -2.436788 -0.642272 -0.01 -0.02 0.22
H -2.148558 -4.587439 -0.971349 -0.14 -0.19 -0.13
H -2.113491 -3.657117 0.516134 -0.13 0.08 0.17
H -0.740820 -3.618089 -0.571990 0.10 0.04 -0.02
H -2.088075 -2.839441 -3.843283 -0.14 -0.19 -0.10
H -0.679947 -2.080060 -3.121678 0.10 0.00 0.07
H -2.006863 -1.094041 -3.695120 -0.12 0.18 -0.02
H -4.262130 -0.002101 -0.183072 -0.22 0.01 0.00
H -3.681203 2.039935 1.118959 -0.08 0.09 0.03
H -1.275838 2.571984 1.489454 -0.03 0.08 0.06